No. 1
DFT (ωB97M-V with the def2-TZVPD basis set) results for 2 unconnected molecules or ions with the total composition H6OSi2.

```
9
Properties=species:S:1:pos:R:3:mulliken_charge:R:1
O 2.0467 1.0453 -1.7112 -0.40
Si 2.1865 0.4363 -0.3552 0.60
H 3.3302 0.6424 0.5610 -0.08
H 1.4114 -0.6079 0.1546 -0.12
Si -1.8458 -0.3897 0.2705 0.39
H -2.6092 0.7228 0.9744 -0.08
H -1.5245 -1.5812 1.0782 -0.08
H -0.5709 0.4260 0.1230 -0.19
H -2.4245 -0.6940 -1.0953 -0.06
```

As for the maximum force: 1.77 eV Å⁻¹. As for the charge: 0. As for the multiplicity: 1. Its SMILES is O=[SiH2].[SiH4]. The calculation puts the energy above the lowest of the compared OMol25 structures with the same formula, charge and spin at 3.000 eV. The HOMO-LUMO gap is 10.3 eV. The LUMO energy is -0.35 eV.

No. 2
DFT (ωB97M-V with the def2-TZVPD basis set) results for C4H12N2 in the gas phase.

```
18
Properties=species:S:1:pos:R:3:mulliken_charge:R:1
C -0.9644 -2.2722 0.7883 -1.07
C -0.5256 -1.3693 -0.3126 -0.45
C -0.2501 0.1034 0.0991 0.07
N 0.8778 -0.0062 1.0904 -0.71
C 0.1080 1.0616 -1.0750 -0.82
N 0.6614 2.4216 -0.4323 -0.68
H -2.0718 -2.0321 0.9922 0.26
H -0.4310 -2.1346 1.7980 0.31
H -1.1086 -3.4160 0.4455 0.29
H 0.4364 -1.6889 -0.8611 0.35
H -1.4052 -1.2797 -1.0267 0.24
H -1.0887 0.3822 0.6669 0.29
H 1.3111 0.9189 0.9354 0.35
H 1.5803 -0.5535 0.6568 0.27
H -0.5936 1.3126 -1.8623 0.43
H 0.8291 0.5790 -1.6555 0.40
H 0.0377 3.1938 -0.6961 0.26
H 1.5226 2.6697 -0.9989 0.22
```

As for the maximum force: 3.42 eV Å⁻¹. As for the charge: 0. As for the multiplicity: 1. Its SMILES is CC[C@@H](N)CN. The calculation puts the energy above the lowest of the compared OMol25 structures with the same formula, charge and spin at 1.517 eV. The HOMO-LUMO gap is 10.5 eV. The LUMO energy is 0.96 eV.

No. 3
DFT (ωB97M-V with the def2-TZVPD basis set) results for a molecular structure, C17H14F36N7O25S12.

```
111
Properties=species:S:1:pos:R:3:mulliken_charge:R:1
C 1.2227 -1.6141 -0.7532 -1.09
N 0.4595 -1.3479 0.6706 0.80
C 1.3622 -2.0590 1.7260 -1.18
C 0.4132 0.1497 1.0065 -0.08
C -1.0036 -2.0403 0.6073 0.02
C -1.9555 -1.5343 -0.4563 0.17
O -2.0839 -0.1731 -0.4987 -0.06
H 1.1669 -2.6850 -0.9486 0.16
H 2.2370 -1.2819 -0.5323 0.44
H 0.7474 -0.9368 -1.4627 0.55
H 2.4140 -1.8024 1.5999 0.38
H 1.0472 -3.1023 1.7479 0.41
H 0.9592 -1.6749 2.6631 0.35
H -0.4529 0.2678 1.6578 0.02
H 0.3303 0.5006 -0.0221 -0.17
H 1.3280 0.5261 1.4643 0.11
H -1.4139 -1.8225 1.5934 0.33
H -0.8057 -3.1092 0.5286 -0.14
H -2.9359 -1.9720 -0.2681 0.55
H -1.8187 -2.0509 -1.4063 -0.52
H -2.9379 -0.0828 -0.0697 0.37
C -0.5206 0.4000 -6.7761 0.54
F -0.5931 1.1692 -5.6816 -0.14
F -1.6434 0.4577 -7.5129 -0.23
F 0.5315 0.9793 -7.3656 -0.23
S -0.0271 -1.4269 -6.3723 1.00
O -0.0351 -2.0707 -7.7376 -0.71
O 1.2666 -1.3822 -5.7065 -0.55
N -1.4602 -1.9021 -5.5137 -0.44
S -0.8889 -3.0132 -4.5977 0.93
O -0.1407 -4.0889 -5.2359 -0.66
O -0.3483 -2.5282 -3.3481 -0.39
C -2.5477 -3.8269 -3.9801 0.49
F -3.3411 -4.1345 -5.1064 -0.29
F -2.2275 -4.9251 -3.2580 -0.16
F -3.1930 -2.9774 -3.2387 -0.17
C -2.8718 2.6056 1.9163 0.51
F -2.8143 1.7282 2.9523 -0.26
F -3.0841 3.8229 2.4447 -0.23
F -1.8649 2.5908 1.0659 0.04
S -4.4565 2.0727 0.8432 0.81
O -5.5509 2.6517 1.5815 -0.58
O -4.1844 2.6483 -0.5465 -0.55
N -4.3066 0.3171 0.6932 -0.72
S -5.6972 -0.2674 0.8222 0.90
O -6.8928 0.5271 0.4621 -0.69
O -5.8925 -1.6612 0.3753 -0.67
C -5.8127 -0.3105 2.8121 0.69
F -7.0566 -0.5283 3.1496 -0.25
F -5.0934 -1.3874 3.2154 -0.23
F -5.3561 0.9054 3.3785 -0.22
C 2.4692 3.7869 1.3776 0.31
F 3.1935 3.4304 2.4045 -0.20
F 2.9248 3.1266 0.2889 -0.20
F 1.2008 3.4601 1.6656 -0.01
S 2.7458 5.7081 1.1442 1.23
O 1.4915 6.4599 1.3654 -0.77
O 3.7257 6.2031 2.1053 -0.67
N 3.1544 6.1045 -0.5517 -0.37
S 4.7111 5.6930 -0.4865 1.03
O 5.1973 4.6587 0.4373 -0.56
O 5.0697 5.6303 -1.8685 -0.73
C 5.5541 7.3262 0.0885 0.61
F 6.2143 7.0536 1.2366 -0.26
F 6.5357 7.7319 -0.8001 -0.27
F 4.7145 8.3170 0.3746 -0.22
C 0.2021 -7.3072 -1.8830 0.55
F -0.6903 -8.1528 -2.3420 -0.23
F 1.2457 -8.0389 -1.4315 -0.25
F 0.6631 -6.4358 -2.8010 -0.17
S -0.6831 -6.4109 -0.4229 1.11
O 0.0863 -5.1995 -0.1875 -0.55
O -2.0909 -6.3220 -0.8237 -0.67
N -0.4342 -7.5269 0.8218 -0.46
S -1.4701 -7.1116 1.8571 0.96
O -1.7651 -5.6611 2.1273 -0.52
O -2.6578 -8.0012 1.7439 -0.70
C -0.4747 -7.7758 3.4316 0.58
F -1.3353 -8.0783 4.4199 -0.27
F 0.0352 -8.8907 3.2834 -0.24
F 0.4926 -6.8504 3.8070 -0.24
C 0.5140 2.0035 6.7339 0.41
F 1.3342 1.6052 7.7226 -0.23
F -0.6086 1.3447 6.8403 -0.19
F 0.3091 3.3189 6.7134 -0.19
S 1.4792 1.4724 5.0701 1.08
O 0.3364 1.4302 4.1084 -0.38
O 2.6001 2.4331 4.9944 -0.55
N 1.9195 -0.3044 5.3668 -0.53
S 3.3007 -0.2746 4.6614 1.11
O 3.1656 0.0438 3.1927 -0.52
O 4.4208 0.4403 5.3450 -0.66
C 3.9072 -2.0499 4.7073 0.38
F 5.1242 -2.1960 4.0864 -0.24
F 4.1354 -2.4096 6.0306 -0.24
F 3.1090 -2.9416 4.0815 -0.17
C -0.9617 4.8784 -5.2599 0.71
F -0.9796 5.8229 -6.0944 -0.26
F -2.1042 4.2266 -5.3147 -0.25
F -0.0205 4.0663 -5.5100 -0.22
S -0.7682 5.5325 -3.3913 1.02
O -0.2841 6.9328 -3.4177 -0.74
O -1.9607 5.1178 -2.6240 -0.53
N 0.7515 5.0000 -2.7248 -0.43
S 0.3959 3.4308 -2.3539 0.71
O 0.2637 3.2724 -0.9057 -0.16
O -0.5878 2.7181 -3.1486 -0.51
C 1.9482 2.5457 -2.8975 0.29
F 1.9827 2.2204 -4.1926 -0.17
F 2.9684 3.3782 -2.6556 -0.23
F 2.1071 1.4141 -2.1277 -0.09
```

As for the maximum force: 6.49 eV Å⁻¹. As for the charge: -5. As for the multiplicity: 1. The calculation puts the energy above the lowest of the compared OMol25 structures with the same formula, charge and spin at 13.094 eV. The HOMO-LUMO gap is 7.2 eV. The LUMO energy is 7.68 eV.